{
  "formula": "C22H38N2O6S",
  "method": "ωB97M-V with the def2-TZVPD basis set",
  "largest_force_ev_per_a": 8.7,
  "homo_lumo_gap_ev": 7.0,
  "energy_ev": -49517.2900,
  "lumo_ev": -2.007,
  "e_homo_ev": -8.969,
  "smiles": "O=C1C=CC(=O)C(CCSc2nnco2)=C1.CCOCC.CCOCC.CCOCC",
  "symbols": ["O", "C", "C", "C", "C", "O", "C", "C", "C", "S", "C", "N", "N", "C", "O", "C", "H", "H", "H", "H", "H", "H", "H", "H", "C", "C", "O", "C", "C", "H", "H", "H", "H", "H", "H", "H", "H", "H", "H", "C", "C", "O", "C", "C", "H", "H", "H", "H", "H", "H", "H", "H", "H", "H", "C", "C", "O", "C", "C", "H", "H", "H", "H", "H", "H", "H", "H", "H", "H"],
  "positions_angstrom": [[-3.003, 2.152, -1.851], [-2.121, 1.169, -1.596], [-1.694, 0.010, -2.714], [-0.909, -1.228, -2.342], [-0.527, -1.402, -0.748], [-0.146, -2.627, -0.325], [-0.633, -0.114, 0.261], [0.122, -0.056, 1.752], [1.529, 0.802, 1.472], [1.907, 2.073, 2.796], [2.686, 3.605, 2.006], [2.104, 4.978, 2.287], [2.845, 5.997, 1.645], [3.936, 5.197, 0.904], [3.868, 3.725, 1.109], [-1.389, 1.127, -0.114], [-2.034, 0.215, -3.835], [-0.598, -2.036, -3.130], [-0.536, 0.502, 2.565], [0.439, -1.139, 2.118], [2.416, 0.052, 1.241], [1.362, 1.414, 0.461], [4.720, 5.784, 0.258], [-1.430, 2.035, 0.644], [2.358, 1.755, 6.990], [1.133, 0.880, 6.779], [1.402, -0.301, 6.027], [2.358, -1.202, 6.581], [1.965, -1.734, 7.949], [2.793, 2.044, 6.026], [2.088, 2.662, 7.541], [3.135, 1.239, 7.557], [0.388, 1.449, 6.214], [0.664, 0.621, 7.733], [3.347, -0.733, 6.607], [2.435, -2.045, 5.884], [1.880, -0.935, 8.690], [2.713, -2.447, 8.309], [0.994, -2.238, 7.899], [-3.207, -7.044, -3.236], [-1.884, -6.431, -2.806], [-1.898, -5.005, -2.789], [-2.843, -4.391, -1.917], [-2.649, -4.763, -0.456], [-3.491, -6.683, -4.232], [-3.129, -8.136, -3.266], [-4.017, -6.786, -2.552], [-1.111, -6.728, -3.522], [-1.567, -6.818, -1.833], [-3.863, -4.613, -2.249], [-2.713, -3.308, -2.025], [-2.774, -5.834, -0.286], [-3.374, -4.235, 0.170], [-1.639, -4.495, -0.125], [-1.436, 4.720, -4.594], [-0.526, 3.603, -4.108], [-0.516, 2.465, -4.967], [-0.079, 2.684, -6.306], [1.342, 3.214, -6.400], [-2.464, 4.354, -4.707], [-1.433, 5.552, -3.882], [-1.121, 5.110, -5.564], [-0.885, 3.258, -3.134], [0.494, 3.966, -3.950], [-0.781, 3.342, -6.828], [-0.129, 1.715, -6.815], [1.450, 4.186, -5.913], [1.637, 3.327, -7.447], [2.040, 2.525, -5.912]],
  "mulliken_charge": [-0.57, 0.26, -0.03, -0.47, 0.42, -0.60, 0.27, -0.60, -0.60, -0.01, 0.25, -0.18, -0.28, -0.03, -0.24, -0.29, 0.27, 0.36, 0.38, 0.30, 0.36, 0.38, 0.34, 0.30, -0.98, -0.37, -0.39, -0.34, -1.02, 0.22, 0.39, 0.27, 0.35, 0.33, 0.31, 0.31, 0.26, 0.38, 0.29, -1.00, -0.35, -0.41, -0.10, -1.13, 0.28, 0.38, 0.26, 0.33, 0.30, 0.32, 0.12, 0.36, 0.39, 0.27, -1.18, -0.06, -0.32, -0.38, -1.01, 0.30, 0.40, 0.30, 0.09, 0.29, 0.30, 0.32, 0.27, 0.38, 0.29]
}